(1)
C16H12AsN3O6S2Tc | ωB97M-V/def2-TZVPD

```
! RIJCOSX wB97M-V def2-TZVPD def2/J DEFGRID3
* xyz 2 2
Tc -0.76 -0.25 0.75
N -3.56 -0.29 -2.23
C -2.53 0.00 -3.12
C -2.53 0.20 -4.50
C -1.31 0.48 -5.07
C -0.13 0.55 -4.30
C -0.13 0.35 -2.94
C -1.37 0.08 -2.36
N -1.72 -0.18 -1.03
C -3.04 -0.39 -1.01
C -3.67 -0.64 0.28
C -4.93 -0.89 0.68
S -4.98 -1.07 2.39
C -3.32 -0.80 2.49
N -2.75 -0.59 1.32
H -4.54 -0.39 -2.47
H -3.43 0.14 -5.09
H -1.25 0.64 -6.14
H 0.80 0.77 -4.80
H 0.77 0.40 -2.35
H -5.83 -0.97 0.09
H -2.77 -0.81 3.42
O 1.82 -2.67 2.54
As 2.18 -1.83 1.08
O 2.90 -2.58 -0.12
O 0.41 -1.54 0.55
C 2.98 -0.18 1.65
C 4.36 -0.31 1.55
C 5.20 0.72 1.97
C 4.68 1.89 2.47
C 3.30 2.06 2.54
C 2.46 1.03 2.13
S 0.76 1.41 2.20
O 0.52 2.62 2.88
O -0.02 0.19 2.65
O 0.27 1.42 0.71
H 1.90 -3.64 2.43
H 4.79 -1.22 1.15
H 6.27 0.58 1.90
H 5.33 2.69 2.80
H 2.88 2.98 2.91
*
```

Output
- maximum force (eV/A) = 0.8
- E_LUMO (alpha / beta) (eV) = -8.158 / -7.992
- HOMO energy (alpha / beta) (hartree) = -0.5468 / -0.5488
- energy relative to the best compared isomer or geometry (same formula, charge and spin) (kcal/mol) = 5.2

Löwdin population analysis, charges in e, atoms 1 to 8:
1 Tc 1.63
2 N 0.23
3 C -0.15
4 C 0.02
5 C -0.03
6 C -0.03
7 C 0.01
8 C -0.19

=====

(2)
C16H12BrCeF6INO9S2 | ωB97M-V/def2-TZVPD

```
! RIJCOSX wB97M-V def2-TZVPD def2/J DEFGRID3
* xyz 1 1
Ce -0.79 0.09 1.00
O -0.27 -1.21 4.50
C -0.03 -0.34 3.71
O -0.90 0.41 3.08
C 1.47 -0.03 3.38
C 1.67 1.23 2.51
C 3.14 1.64 2.56
C 3.79 0.57 1.65
C 2.59 -0.30 1.28
O 1.52 0.70 1.15
C 2.12 -1.13 2.49
C 1.18 -2.25 2.00
O 1.56 -3.38 1.95
O 0.00 -1.83 1.55
H 1.97 0.06 4.34
H 0.96 2.03 2.68
H 3.28 2.64 2.15
H 3.52 1.63 3.57
H 4.22 1.01 0.75
H 4.56 -0.01 2.16
H 2.72 -0.85 0.35
H 2.95 -1.63 2.98
F -4.58 3.07 2.10
C -3.30 3.33 2.17
F -2.83 3.10 3.37
F -3.04 4.56 1.78
S -2.41 2.20 1.00
O -2.81 0.82 1.23
O -0.99 2.40 1.19
N -2.92 2.64 -0.43
S -2.41 1.58 -1.47
O -1.15 0.96 -1.00
O -2.48 1.96 -2.82
C -3.57 0.08 -1.31
F -3.88 -0.34 -2.52
F -4.67 0.35 -0.65
F -2.90 -0.93 -0.68
Br 3.05 -2.54 -3.14
C 1.38 -2.27 -3.97
C 1.28 -2.41 -5.35
C 0.07 -2.19 -5.97
C -1.05 -1.83 -5.23
C -0.95 -1.70 -3.86
C 0.26 -1.93 -3.22
I 0.35 -1.87 -1.07
H 2.16 -2.69 -5.92
H -0.01 -2.31 -7.05
H -2.00 -1.65 -5.72
H -1.82 -1.43 -3.28
*
```

Output
- maximum force (eV/A) = 5.8
- E_LUMO (eV) = -5.730
- HOMO energy (hartree) = -0.4391
- energy relative to the best compared isomer or geometry (same formula, charge and spin) (kcal/mol) = 0.0

Löwdin population analysis, charges in e, atoms 1 to 8:
1 Ce 1.04
2 O 0.18
3 C -0.54
4 O -0.10
5 C -0.06
6 C -0.22
7 C -0.06
8 C -0.06